Entry from OMol25: C6H14N2 in the gas phase at a distorted geometry (ωB97M-V/def2-TZVPD).

Last column: Mulliken charge in e.
Atoms and positions in Å:
C: 1.97766 0.03552 -0.83262  -1.06
C: 1.10111 1.30704 -0.75481  -0.81
C: 0.61117 0.04106 -0.05749  0.85
C: 0.85683 -0.02572 1.50215  -1.60
C: -1.88356 1.25552 -0.02768  -0.67
C: -0.58694 -2.05311 -0.57093  -0.69
N: -1.71311 -0.16157 0.07036  -0.42
N: -0.55996 -0.60623 -0.52956  0.11
H: 1.87968 -0.27588 -1.91858  0.26
H: 2.81932 -0.33567 -0.41211  0.41
H: 1.50221 2.13823 -0.15634  0.28
H: 0.56420 1.54697 -1.65316  0.29
H: 0.19421 0.59152 2.00407  0.34
H: 1.82971 0.28246 1.68764  0.52
H: 0.57144 -1.00470 1.88718  0.32
H: -2.02906 1.37500 -1.14697  0.26
H: -2.80442 1.64666 0.56234  0.28
H: -1.03040 1.79955 0.29550  0.29
H: -1.58181 -2.29158 -1.03564  0.28
H: 0.33703 -2.32204 -1.22586  0.26
H: -0.50905 -2.39351 0.62004  0.22
H: -1.67591 -0.60706 1.04838  0.28

Summary:
**HOMO-LUMO gap**: 8.99 eV
**Total charge**: 0
**E_LUMO**: 1.0 eV
**E_tot**: -9425.544 eV
**SMILES string**: CNN(C)C1(C)CC1
**ΔE to the lowest compared entry with this formula, charge and spin**: 380.2 kJ/mol